Here is a structure of composition C32H28FeN9O5S2 at a distorted geometry from OMol25. Energies are from ωB97M-V/def2-TZVPD.

**Gap between HOMO and LUMO (spin up / spin down)**: 5.93 / 5.26 eV
**ΔE to the lowest compared entry with this formula, charge and spin**: 0.758 eV
**<S²>**: 6.051

Geometry as ORCA input:
```
! wB97M-V def2-TZVPD RIJCOSX def2/J DEFGRID3
* xyz 1 5
Fe 0.179 -0.353 -0.344
N 3.502 1.980 -0.260
C 4.233 1.840 0.921
C 5.539 2.313 1.002
C 6.251 2.180 2.182
C 5.675 1.554 3.284
C 4.380 1.071 3.200
C 3.651 1.231 2.029
S 1.949 0.794 1.979
N 1.818 0.389 0.305
C 2.436 1.188 -0.603
C 1.954 1.109 -1.925
C 2.541 1.689 -3.076
C 1.978 1.455 -4.299
C 0.837 0.641 -4.399
C 0.295 0.125 -3.245
N 0.809 0.365 -2.040
H 3.947 2.496 -1.003
H 5.991 2.786 0.140
H 7.261 2.557 2.237
H 6.232 1.443 4.203
H 3.920 0.586 4.050
H 3.429 2.300 -3.000
H 2.416 1.888 -5.187
H 0.383 0.419 -5.351
H -0.581 -0.498 -3.264
C -2.913 3.205 -3.483
C -3.173 1.785 -3.133
N -2.416 1.034 -2.362
C -3.040 -0.186 -2.309
C -4.196 -0.161 -3.042
N -4.254 1.097 -3.569
C -5.295 -1.106 -3.371
O -5.270 -2.276 -2.764
O -6.161 -0.752 -4.135
C -2.510 -1.358 -1.587
O -3.161 -2.409 -1.619
O -1.387 -1.258 -0.994
H -1.866 3.333 -3.751
H -3.131 3.855 -2.637
H -3.525 3.524 -4.324
H -5.007 1.396 -4.172
H -4.495 -2.325 -2.130
N -1.852 -0.605 3.234
C -1.814 -1.869 3.770
C -2.333 -2.115 5.049
C -2.362 -3.396 5.541
C -1.873 -4.472 4.785
C -1.355 -4.247 3.535
C -1.312 -2.942 3.019
S -0.723 -2.691 1.426
N -0.413 -1.093 1.392
C -1.253 -0.220 2.064
C -1.402 1.055 1.493
C -2.105 2.139 2.064
C -2.108 3.348 1.418
C -1.424 3.489 0.208
C -0.773 2.391 -0.312
N -0.758 1.211 0.299
H -2.382 0.090 3.739
H -2.716 -1.291 5.636
H -2.769 -3.576 6.525
H -1.902 -5.473 5.187
H -0.972 -5.064 2.941
H -2.628 2.028 3.001
H -2.637 4.187 1.847
H -1.404 4.426 -0.324
H -0.257 2.437 -1.257
C 2.459 -3.977 -1.259
C 2.092 -2.752 -0.484
N 2.795 -2.465 0.612
O 1.151 -2.048 -0.881
H 3.100 -4.649 -0.696
H 2.980 -3.664 -2.163
H 1.550 -4.489 -1.561
H 3.560 -3.047 0.905
H 2.618 -1.599 1.099
*
```